(1)
28
Properties=species:S:1:pos:R:3 method="wB97M-V/def2-TZVPD" mol_weight_g_mol=194.234 relative_energy_kcal_mol=89.38 gap_ev=8.96
C 1.589 -1.131 -3.496
C 1.405 -0.265 -2.210
N 0.169 0.452 -2.280
O -0.042 1.513 -1.610
O -0.740 -0.159 -2.913
H 2.660 -1.324 -3.649
H 1.112 -2.120 -3.315
H 1.205 -0.817 -4.492
H 2.362 0.374 -2.082
C 1.574 1.158 0.861
N 0.675 0.065 0.515
C -0.573 0.024 1.232
C -0.596 -0.514 2.528
C -1.757 -0.424 3.273
C -2.876 0.235 2.774
C -2.843 0.790 1.490
C -1.695 0.687 0.707
C 1.029 -0.836 -0.406
H 1.182 1.766 1.690
H 2.516 0.673 1.184
H 1.756 1.790 -0.028
H 0.314 -1.001 2.890
H -1.774 -0.890 4.237
H -3.772 0.282 3.364
H -3.696 1.286 1.098
H -1.640 1.116 -0.296
H 0.334 -1.666 -0.612
H 2.124 -1.067 -0.455

=====

(2)
23
Properties=species:S:1:pos:R:3 method="wB97M-V/def2-TZVPD" mol_weight_g_mol=223.326 relative_energy_kcal_mol=90.16 gap_ev=8.69 smiles="N#CC(=C1SCCCS1)n1ccnc1"
N -0.882 3.893 -0.201
C -1.100 2.701 -0.051
C -0.959 1.222 0.070
C 0.212 0.609 -0.111
S 1.776 1.658 -0.086
C 2.891 0.421 0.840
C 3.119 -0.906 0.092
C 2.107 -1.205 -0.993
S 0.357 -1.106 -0.343
N -2.193 0.376 0.057
C -2.547 -0.560 1.080
C -3.909 -0.876 0.671
N -4.371 -0.330 -0.540
C -3.303 0.389 -0.943
H 3.864 1.146 0.846
H 2.557 0.143 1.725
H 3.448 -1.779 0.758
H 4.107 -0.805 -0.527
H 2.146 -2.277 -1.284
H 2.190 -0.662 -2.070
H -1.673 -0.991 1.747
H -4.321 -1.815 1.280
H -3.516 0.757 -2.015

=====

(3)
32
Properties=species:S:1:pos:R:3 method="wB97M-V/def2-TZVPD" mol_weight_g_mol=241.331 relative_energy_kcal_mol=13.88 gap_ev=8.75 smiles="CSSC[C@@H](N)C=O.O.O.O.O.O"
C 2.687 0.327 1.157
S 2.172 -1.257 1.794
S 0.419 -1.810 0.882
C -0.877 -0.582 1.184
C -1.997 -0.858 0.189
N -2.956 -1.779 0.720
C -2.754 0.449 -0.139
O -3.508 0.469 -1.055
H 3.735 0.534 1.375
H 2.644 0.402 0.056
H 2.093 1.187 1.473
H -0.536 0.417 0.926
H -1.082 -0.571 2.250
H -1.552 -1.184 -0.742
H -3.561 -2.275 0.069
H -2.843 -2.156 1.649
H -2.492 1.265 0.568
O -0.676 3.167 2.124
H -0.069 3.293 1.356
H -0.392 3.773 2.765
O 1.836 0.315 -2.949
H 1.623 -0.663 -3.117
H 2.668 0.438 -3.409
O 1.564 -2.421 -2.850
H 2.049 -2.329 -2.034
H 0.661 -2.506 -2.556
O 0.654 3.649 -0.286
H 0.236 3.254 -1.107
H 0.582 4.598 -0.189
O -0.305 1.720 -1.893
H -1.038 1.313 -2.380
H 0.495 1.591 -2.452